The following is a DFT calculation (wB97M-V/def2-TZVPD) of a 9-piece molecular cluster, C22H38Cl16 overall at a distorted geometry.

Geometry as ORCA input:
```
! RIJCOSX wB97M-V def2-TZVPD def2/J DEFGRID3
* xyz 0 1
C -19.13245 12.60403 13.07090
C -19.33415 11.35336 12.56850
C -20.59604 10.82382 12.42182
C -21.65349 11.48983 12.85247
C -21.50399 12.76674 13.40452
C -20.25000 13.32781 13.57568
H -18.16169 13.07655 13.09870
H -18.44116 10.81571 12.28583
H -20.65693 9.83126 12.00049
H -22.61166 10.99237 12.88160
H -22.38481 13.26974 13.77540
H -20.11503 14.27625 14.07433
Cl -22.37674 4.50432 14.46781
C -22.62809 5.84267 13.27191
C -22.25963 7.19322 13.95674
Cl -23.55651 7.63988 15.16682
H -23.64151 5.87378 12.87176
H -21.88473 5.48072 12.56162
H -22.11152 8.06018 13.31289
H -21.36961 7.05945 14.57159
Cl -18.18824 2.85937 13.04234
C -19.04151 1.89108 11.81848
C -19.97356 2.82304 11.09463
Cl -19.07872 3.74234 9.81779
H -19.62118 1.15893 12.38066
H -18.33956 1.27601 11.25541
H -20.42051 3.53913 11.78425
H -20.78348 2.26347 10.62665
Cl -11.11531 9.13963 14.16316
C -12.21916 10.53360 14.50476
C -13.55558 10.05412 15.15059
Cl -14.33621 11.39094 15.88770
H -12.40140 11.11323 13.59982
H -11.69645 11.22153 15.16930
H -13.38068 9.29017 15.90813
H -14.19633 9.70010 14.34300
Cl -15.16653 12.93782 12.88322
C -15.50141 12.86975 11.13040
C -14.70163 11.71588 10.46524
Cl -15.68691 11.25714 9.06403
H -15.30205 13.84079 10.67717
H -16.56959 12.65700 11.08752
H -14.68784 10.88486 11.17046
H -13.69728 11.98231 10.13599
Cl -18.86158 6.87376 13.18243
C -17.14893 6.32166 12.68738
C -16.38294 7.27743 11.84078
Cl -16.43615 8.95198 12.58777
H -17.28080 5.33685 12.23919
H -16.57087 6.13053 13.59148
H -16.82717 7.35243 10.84823
H -15.34074 6.97651 11.73421
Cl -15.01782 4.45981 10.21797
C -15.75020 2.99134 9.49798
C -14.81454 1.78536 9.36452
Cl -14.46722 1.24545 11.05811
H -16.03193 3.26354 8.48082
H -16.62550 2.71361 10.08520
H -13.85764 2.05492 8.91754
H -15.25997 0.95271 8.82012
Cl -12.16702 4.44625 16.69307
C -13.62441 4.06815 15.64970
C -13.49275 4.86866 14.33431
Cl -13.27748 6.59494 14.57134
H -14.53222 4.39833 16.15465
H -13.68440 2.98325 15.56315
H -14.41181 4.66484 13.78485
H -12.63946 4.46914 13.78625
Cl -15.90989 7.37169 8.05707
C -17.17083 8.08177 7.00290
C -18.40770 8.59103 7.70441
Cl -19.18251 7.11107 8.38686
H -17.43598 7.30571 6.28490
H -16.61118 8.88625 6.52573
H -19.04404 9.11825 6.99363
H -18.23242 9.36889 8.44758
*
```

* maximum force: 3.0 eV/Å
* structure (SMILES): c1ccccc1.ClCCCl.ClCCCl.ClCCCl.ClCCCl.ClCCCl.ClCCCl.ClCCCl.ClCCCl
* HOMO: -9.235 eV
* E: -8224.138197 a.u.
* gap between HOMO and LUMO: 9.55 eV


The following is a DFT calculation (wB97M-V/def2-TZVPD) of C22H38N3O11PS as an isolated structure at a distorted geometry.

Geometry as ORCA input:
```
! RIJCOSX wB97M-V def2-TZVPD def2/J DEFGRID3
* xyz 0 1
N 2.27949 -3.92434 3.85229
P 1.81154 -2.48466 4.16118
O 1.96894 -2.11157 5.71353
O 2.64307 -1.36700 3.33211
C 0.08315 -2.09032 3.81243
C -0.25967 -1.01982 2.93777
C -1.54617 -0.67833 2.66821
C -2.57919 -1.44182 3.26159
N -3.90138 -1.30145 3.13403
S -4.59040 -2.43721 4.01775
N -3.29138 -3.18313 4.62426
C -2.25043 -2.51858 4.12520
C -0.88687 -2.84587 4.41541
O -0.55389 -3.82384 5.27172
H 3.03753 -3.87634 3.17830
H 1.28259 -1.48714 5.98258
H 2.48166 -0.51019 3.75069
H 0.50471 -0.44162 2.45107
H -1.78974 0.14982 2.02740
H -0.80548 -4.71034 4.92893
O -0.26700 2.07024 2.91428
C 0.48327 2.73972 2.25353
O 1.23719 3.66592 2.87371
C 2.27008 4.39814 2.20524
C 1.72526 5.60119 1.46504
C 0.54914 2.62199 0.75109
H 2.84847 3.74142 1.55432
H 2.94057 4.72511 2.99851
H 1.03614 5.30701 0.67383
H 2.53865 6.17047 1.01520
H 1.17957 6.24889 2.15187
H -0.26640 3.19867 0.31724
H 0.42176 1.57543 0.48090
H 1.48411 2.95185 0.31248
O 1.71924 3.49460 -2.05023
C 1.08471 2.95902 -2.92088
O 0.73334 1.67156 -2.75185
C -0.15222 0.98289 -3.64171
C 0.57311 0.43669 -4.85309
C 0.74294 3.65550 -4.21321
H -0.99314 1.62030 -3.91707
H -0.55924 0.16238 -3.05301
H 1.00686 1.23572 -5.45441
H -0.11280 -0.13068 -5.48211
H 1.38665 -0.21810 -4.53953
H 1.60110 3.60338 -4.87949
H 0.53188 4.69976 -3.99496
H -0.12259 3.25173 -4.72535
O -0.04936 3.47900 -7.23629
C 0.69550 4.13604 -7.91042
O 1.44337 5.07896 -7.30907
C 2.47165 5.81409 -7.98064
C 1.91709 7.00835 -8.72856
C 0.75527 3.97773 -9.41127
H 3.05756 5.15563 -8.62340
H 3.13777 6.15265 -7.18924
H 1.22853 6.70589 -9.51761
H 2.72587 7.58256 -9.18043
H 1.36578 7.65544 -8.04671
H -0.06711 4.53863 -9.85265
H 0.62842 2.92382 -9.64545
H 1.69065 4.30283 -9.85965
O -1.10227 -6.35234 4.48834
C -1.86368 -7.23824 4.78033
O -3.04995 -6.91840 5.30458
C -4.08669 -7.87238 5.55037
C -3.90764 -8.57099 6.88194
C -1.46498 -8.68400 4.63191
H -4.16855 -8.57393 4.71896
H -5.00598 -7.29012 5.56067
H -2.98346 -9.14807 6.91385
H -4.74139 -9.24734 7.07087
H -3.86062 -7.83784 7.68672
H -0.86440 -8.96709 5.49496
H -0.85768 -8.77773 3.73514
H -2.30242 -9.37019 4.53603
*
```

* maximum force: 1.2 eV/Å
* HOMO: -7.891 eV
* E: -2592.614642 a.u.
* gap between HOMO and LUMO: 7.89 eV


The following is a DFT calculation (wB97M-V/def2-TZVPD) of C22H39Br4FN2O4S as an isolated structure at a distorted geometry.

Geometry as ORCA input:
```
! RIJCOSX wB97M-V def2-TZVPD def2/J DEFGRID3
* xyz 0 1
C -0.47783 -0.90409 -5.22110
C -0.56996 -2.45155 -4.92567
C -2.09500 -2.82809 -4.81881
C -0.03228 -3.18107 -6.25161
C 0.33608 -2.97850 -3.74666
C 0.51639 -2.01508 -2.50592
C 1.08016 -2.95149 -1.31418
C 1.68823 -0.93307 -2.73951
C -0.80755 -1.38427 -1.95543
C -1.79350 -2.31875 -1.35092
C -3.04563 -1.86930 -0.75800
C -3.37366 -0.42134 -0.73090
O -4.56511 -0.02972 -0.11790
C -4.39903 -0.03822 1.31973
C -3.41537 1.09540 1.81825
O -2.69983 0.73224 3.01929
C -1.32232 0.50794 2.72617
C -0.57706 -0.02765 4.01391
N -0.88318 0.77038 5.22856
N -0.75035 2.15027 5.00459
S 0.12379 0.34849 6.54714
O -0.35453 1.11269 7.68653
O 1.53919 0.56657 6.30231
F -0.08947 -1.24018 6.90834
C -2.42365 0.47992 -1.34563
C -1.15015 0.02832 -1.94342
H 0.54994 -0.47097 -5.15671
H -1.24733 -0.37818 -4.60291
H -0.80374 -0.76655 -6.29670
H -2.30029 -3.92838 -4.94561
H -2.60367 -2.33408 -5.70229
H -2.58967 -2.40542 -3.90894
H 0.90375 -2.61625 -6.53869
H -0.81192 -3.15509 -7.05240
H 0.30319 -4.23794 -6.03429
H -0.11718 -3.95584 -3.40000
H 1.37227 -3.24259 -4.10637
H 0.94580 -2.39896 -0.34593
H 2.15717 -3.16114 -1.52808
H 0.44042 -3.87340 -1.28946
H 1.30218 0.07712 -3.01658
H 2.43871 -0.93535 -1.91939
H 2.23499 -1.31524 -3.65526
H -1.61257 -3.42354 -1.32314
H -3.77564 -2.57415 -0.28403
H -5.39165 0.17012 1.81160
H -4.06800 -1.04982 1.70035
H -2.64444 1.37988 1.05647
H -4.02543 2.00576 2.08933
H -0.76965 1.42725 2.39539
H -1.23818 -0.32554 1.96571
H 0.52845 -0.17576 3.83560
H -0.98993 -1.06485 4.18938
H -1.36646 2.64457 5.65374
H 0.20082 2.48049 5.22515
H -2.63717 1.57974 -1.36534
H -0.46110 0.78140 -2.37823
Br 1.38005 0.11797 0.18291
C 2.57030 1.47844 -0.53961
C 2.90660 2.51691 0.50637
Br 1.40553 3.76345 0.75618
H 2.08216 1.89249 -1.41979
H 3.46702 0.93978 -0.84697
H 3.73964 3.12936 0.17540
H 3.13551 2.08620 1.47095
Br 3.49017 4.24594 2.18859
C 4.03125 3.96708 4.05110
C 4.56021 5.23532 4.67279
Br 6.37538 5.61188 4.07558
H 4.75626 3.15498 4.05281
H 3.12403 3.64060 4.55989
H 4.63394 5.13145 5.75563
H 3.95993 6.11101 4.43661
*
```

* maximum force: 6.6 eV/Å
* HOMO: -8.653 eV
* E: -12066.007349 a.u.
* gap between HOMO and LUMO: 8.89 eV


The following is a DFT calculation (wB97M-V/def2-TZVPD) of C22H39CaCl2N4O3S as an isolated structure at a distorted geometry.

Geometry as ORCA input:
```
! RIJCOSX wB97M-V def2-TZVPD def2/J DEFGRID3
* xyz -1 1
O 0.21564 0.07286 -2.13858
C -0.73382 0.38499 -3.03517
C -0.42868 1.73404 -3.71306
C 0.27199 2.75085 -3.05939
H 0.59864 2.61519 -2.02158
C 0.52423 3.95611 -3.72626
H 1.10402 4.73036 -3.22129
C 0.02119 4.16474 -5.01584
H 0.18389 5.11770 -5.52474
C -0.72404 3.15702 -5.64179
H -1.15294 3.31138 -6.63131
C -0.92553 1.93587 -4.99975
H -1.49373 1.12197 -5.45547
H -0.77415 -0.38558 -3.83438
C -2.76728 -0.99689 -2.16744
C -2.15999 0.35504 -2.39342
H -3.83099 -0.99496 -2.44392
H -2.70004 -1.28610 -1.10775
H -2.25314 -1.75509 -2.76899
C -2.76493 1.49543 -2.03764
C -4.12712 1.58299 -1.43598
H -2.26358 2.45277 -2.19086
H -4.80955 2.10686 -2.11792
H -4.10537 2.15900 -0.50404
H -4.55329 0.59760 -1.21310
Ca -0.16163 0.17898 0.15114
Cl 0.82516 2.59852 0.58443
Cl -2.58023 0.47620 1.37678
H 4.73092 1.44477 -2.67909
H 5.03529 1.72764 -0.13850
C 3.66079 1.51305 -2.43517
C 3.96606 1.56001 0.03513
N 3.40404 0.90895 -1.13649
H 3.07603 0.97847 -3.19201
C 2.66648 -0.20175 -1.04589
O 2.11987 -0.61830 0.00221
H 3.80503 0.92800 0.91053
H 2.54062 -0.72732 -2.01341
H 3.36986 2.57333 -2.42942
H 3.46500 2.52141 0.19046
H -0.49634 -5.57610 0.73339
H 1.34138 -5.74986 -1.12942
C -1.02919 -4.95495 0.00408
C 0.75958 -5.01628 -1.70161
N -0.07375 -4.22474 -0.81271
H -1.68255 -4.25318 0.52085
C 0.03953 -2.89368 -0.73857
O -0.68619 -2.16785 -0.01936
H 1.44368 -4.35807 -2.24630
H 0.84199 -2.45913 -1.36512
H -1.61185 -5.61676 -0.64479
H 0.13199 -5.55996 -2.42016
C -0.60788 2.10197 3.86956
N -0.28297 1.00043 4.78592
C -0.33710 1.32103 6.20692
C -0.17624 -0.25575 4.31325
S -0.84974 -0.76106 2.84348
N 0.53275 -1.25195 4.92525
C 0.51339 -1.50342 6.36121
C 0.80437 -2.45017 4.12742
H -0.48808 3.03889 4.42732
H -1.63299 2.00968 3.48712
H 0.06850 2.09771 3.00235
H -1.05605 0.67909 6.73406
H 0.65841 1.24782 6.66339
H -0.67047 2.35794 6.30546
H -0.44807 -1.93110 6.69870
H 1.31321 -2.22970 6.55380
H 0.74233 -0.60188 6.93555
H -0.10565 -3.03913 3.91996
H 1.27547 -2.18200 3.16998
H 1.49379 -3.06397 4.70800
*
```

* maximum force: 3.0 eV/Å
* HOMO: -2.937 eV
* E: -3302.796532 a.u.
* gap between HOMO and LUMO: 5.33 eV


The following is a DFT calculation (wB97M-V/def2-TZVPD) of C22H39Cl2LaN4O3S as an isolated structure at a distorted geometry.

Geometry as ORCA input:
```
! RIJCOSX wB97M-V def2-TZVPD def2/J DEFGRID3
* xyz 0 1
O -0.34423 1.61886 -1.83965
C -0.44514 1.81168 -3.06955
C -0.84265 3.13205 -3.56631
C -1.63940 4.01614 -2.78647
H -2.12404 3.59941 -1.89623
C -1.65343 5.38617 -3.13009
H -2.20907 6.08324 -2.48711
C -0.88937 5.89204 -4.22428
H -0.88720 6.97389 -4.43103
C -0.11948 4.98926 -4.98746
H 0.50668 5.38816 -5.79797
C -0.11918 3.62327 -4.66674
H 0.49916 2.89626 -5.20569
H -0.06551 1.04647 -3.77225
C -2.15117 -0.04356 -4.16958
C -1.19217 -0.32902 -3.13070
H -2.55355 -0.95970 -4.65239
H -1.68191 0.56845 -4.96892
H -2.96430 0.56032 -3.72634
C -0.79147 -1.31822 -2.34534
C -1.14899 -2.77955 -2.68236
H -0.11383 -1.26536 -1.46437
H -1.92919 -2.80041 -3.45361
H -1.48876 -3.36018 -1.81582
H -0.28100 -3.32340 -3.07384
La 0.71503 0.75257 0.14561
Cl -1.99526 1.61891 0.58544
Cl 2.49797 0.29548 -1.89925
H -0.92680 5.72876 1.50821
H -1.63965 4.97477 3.56316
C -0.56277 4.77123 1.14957
C -1.31239 3.94578 3.39436
N -0.28936 3.96658 2.34186
H 0.37894 4.93260 0.61138
C 0.68616 3.06752 2.36568
O 1.39842 2.74747 1.35690
H -0.82257 3.58665 4.32014
H 0.82142 2.52240 3.32033
H -1.30783 4.28917 0.50460
H -2.17159 3.28125 3.13410
H 5.01589 -3.23873 1.15309
H 6.81857 -1.13825 0.64907
C 4.37638 -2.68904 0.42731
C 6.00894 -0.83546 -0.04011
N 4.69467 -1.25480 0.44787
H 3.31928 -2.79051 0.69406
C 3.83084 -0.32958 0.94208
O 2.63509 -0.55513 1.28902
H 6.01373 0.25997 -0.11247
H 4.20573 0.71715 0.97373
H 4.55514 -3.10690 -0.58526
H 6.21091 -1.25175 -1.04810
C -1.97406 -3.24573 4.87290
C -2.67256 -3.42184 3.54214
N -2.03295 -2.69074 2.37924
C -0.66519 -2.50029 2.36959
S -0.05564 -0.91319 2.45430
N 0.13736 -3.58226 2.38452
C -0.30530 -4.99211 2.26088
C -1.21789 -5.23833 1.09401
H -0.96426 -3.66886 4.88599
H -2.55117 -3.74270 5.66035
H -1.90123 -2.17770 5.10547
H -2.71587 -4.46672 3.23475
H -3.70588 -3.05251 3.60788
H -2.51891 -1.80549 2.19790
H 1.13309 -3.36606 2.37163
H 0.61407 -5.57764 2.13492
H -0.76914 -5.29738 3.20698
H -0.69045 -5.07080 0.15599
H -1.57505 -6.27030 1.11834
H -2.09465 -4.59374 1.11394
*
```

* maximum force: 4.1 eV/Å
* relative energy (zero: lowest compared OMol25 entry of this formula, charge and spin): 242.1 kJ/mol
* HOMO (alpha / beta): -4.013 / -5.420 eV
* E: -2656.602856 a.u.
* gap between HOMO and LUMO (alpha / beta): 4.06 / 5.47 eV


The following is a DFT calculation (wB97M-V/def2-TZVPD) of a 2-piece molecular cluster, C22H39N3O4 overall at a distorted geometry.

Geometry as ORCA input:
```
! RIJCOSX wB97M-V def2-TZVPD def2/J DEFGRID3
* xyz 0 1
C 3.17075 0.69569 0.17817
C 2.83529 0.08951 -1.15997
C 2.71233 0.97924 -2.24208
C 2.41041 0.54748 -3.52802
C 2.24379 -0.81695 -3.75231
C 2.35576 -1.70831 -2.68536
C 2.63128 -1.28142 -1.38190
C 2.69091 -2.28679 -0.26461
C 1.44590 -3.17376 -0.10123
N 1.34814 -3.54058 1.33226
C 0.15292 -2.48758 -0.50385
O -0.87839 -3.47423 -0.57143
C -1.37614 -3.75038 -1.87390
C -1.72356 -5.24592 -1.99211
C -3.18925 -5.50498 -1.94896
N -3.80571 -5.83969 -2.99981
O -0.17724 -1.53269 0.45622
C -1.04743 -0.53290 -0.04874
C -1.94788 -0.00832 1.05357
N -3.22463 0.41383 0.45118
C -4.01488 1.27377 1.33246
C -5.02504 2.05513 0.51806
C -4.39715 3.27181 -0.16332
O -6.09088 2.50244 1.36000
H 2.30897 1.13983 0.66615
H 3.88938 1.49173 0.00414
H 3.66110 0.00174 0.84768
H 2.85405 2.03596 -2.06274
H 2.31385 1.24698 -4.34093
H 2.01963 -1.20156 -4.73565
H 2.22008 -2.76558 -2.87781
H 3.53710 -2.94706 -0.46677
H 2.89137 -1.82646 0.69186
H 1.53498 -4.09968 -0.66558
H 2.28614 -3.70700 1.67580
H 0.85774 -4.42091 1.43505
H 0.22823 -1.98010 -1.46286
H -0.64294 -3.51658 -2.64123
H -2.28300 -3.16611 -2.02447
H -1.37596 -5.61365 -2.95428
H -1.18322 -5.78872 -1.22223
H -3.69502 -5.37459 -0.99153
H -4.79858 -5.93849 -2.78581
H -1.69962 -0.92027 -0.82937
H -0.43418 0.27893 -0.44803
H -2.13956 -0.80650 1.76335
H -1.48798 0.84167 1.56159
H -2.99643 0.94332 -0.38536
H -3.38709 1.98472 1.87924
H -4.56445 0.64079 2.02287
H -5.44562 1.41740 -0.25916
H -3.31221 3.23708 -0.08395
H -4.74509 4.18278 0.31007
H -4.66959 3.33560 -1.21152
H -6.86652 1.96019 1.21474
C 2.11826 4.66005 3.52966
C 3.63641 4.80657 3.58585
C 4.06931 3.97612 2.38569
O 3.01890 4.08244 1.42197
C 1.86455 4.66851 2.02877
H 1.58048 5.44956 4.05200
H 1.81809 3.70121 3.95814
H 3.91820 5.85217 3.44317
H 4.07713 4.45974 4.51904
H 4.19025 2.92098 2.65580
H 4.99983 4.32713 1.93832
H 1.75211 5.69036 1.65068
H 0.98163 4.09525 1.74327
*
```

* maximum force: 1.1 eV/Å
* relative energy (zero: lowest compared OMol25 entry of this formula, charge and spin): 552.0 kJ/mol
* structure (SMILES): [H]/N=C/CCO[C@@H](OCCNC[C@H](C)O)[C@H](N)Cc1ccccc1C.C1CCOC1
* HOMO: -8.900 eV
* E: -1326.830935 a.u.
* gap between HOMO and LUMO: 9.58 eV